No. 1
This record from the Open Molecules 2025 dataset describes a 8-piece molecular cluster, C5H30N2O8 overall. The level of theory is wB97M-V/def2-TZVPD.

Computed properties:
gap between HOMO and LUMO = 10.80 eV
2S+1 = 1
energy = -919.4421 Ha
energy above the lowest of the compared OMol25 structures with the same formula, charge and spin = 0.0000 eV
lowest unoccupied orbital energy = -4.8 eV
charge = +2

CARTESIAN COORDINATES (ANGSTROEM)
C1 2.7672 0.1444 -1.7409
C2 1.3006 -0.1877 -1.5744
C3 0.4971 0.9305 -0.9172
C4 0.6425 0.9763 0.6014
C5 -0.9930 0.5129 2.3792
N1 -0.2267 -0.0037 1.2980
N2 0.7190 -0.4573 -2.9372
H1 3.2371 0.3583 -0.7810
H2 3.3220 -0.6903 -2.1639
H3 2.9453 1.0221 -2.3662
H4 1.1891 -1.1174 -1.0240
H5 -0.5596 0.8556 -1.1888
H6 0.8393 1.8928 -1.3043
H7 0.4157 1.9786 0.9506
H8 1.6768 0.7475 0.8517
H9 -1.9280 -0.0151 2.4881
H10 -1.1500 1.5880 2.3394
H11 -0.8417 -0.5050 0.6715
H12 0.8036 0.3829 -3.5356
H13 -0.2649 -0.7812 -2.8237
H14 1.2396 -1.2111 -3.3845
H15 -2.0729 -1.6852 -1.5437
H16 -2.1798 -2.2198 -2.9754
O1 -1.5510 -1.7980 -2.3774
H17 1.3389 -4.2250 4.7447
H18 0.1782 -3.4970 5.4566
O2 0.6366 -3.5715 4.6088
H19 1.1000 -2.3407 3.9350
H20 1.1539 -1.6341 2.4729
O3 1.3573 -1.4715 3.4151
H21 0.5847 -0.6971 3.6035
H22 0.1620 1.0577 3.9845
O4 -0.3234 0.2724 3.6857
H23 1.4007 2.0474 -5.3548
H24 0.0847 1.3821 -5.7634
O5 0.7046 1.4671 -5.0221
H25 1.5236 4.5375 -0.1039
H26 2.8283 3.8656 0.2859
O6 1.9128 3.6676 0.0568
H27 -3.1715 -2.1188 0.3653
H28 -3.4910 -0.6262 0.0794
O7 -2.7716 -1.2987 0.0529
H29 -5.4695 0.5953 0.7942
H30 -4.8986 1.2027 -0.5029
O8 -4.6681 0.6667 0.2645

Here are the Mulliken charges for atoms 1 to 8, given in e: number 1, C, carries -1.49; number 2, C, carries 0.05; number 3, C, carries -0.93; number 4, C, carries -0.78; number 5, C, carries -0.44; number 6, N, carries -0.01; number 7, N, carries -0.10; number 8, H, carries 0.40


No. 2
This record from the Open Molecules 2025 dataset describes a 9-piece molecular cluster, C5H30N2O8S overall at a distorted geometry. The level of theory is wB97M-V/def2-TZVPD.

Computed properties:
gap between HOMO and LUMO = 8.84 eV
SMILES = C[C@H](CS)NCCN.O.O.O.O.O.O.O.O
2S+1 = 1
energy = -1318.0714 Ha
energy above the lowest of the compared OMol25 structures with the same formula, charge and spin = 2.4374 eV
lowest unoccupied orbital energy = 0.3 eV

CARTESIAN COORDINATES (ANGSTROEM)
C1 0.2952 -0.8177 0.8698
C2 1.0975 0.2210 0.0787
C3 0.4484 1.6163 0.0403
S1 0.8295 2.8710 1.3017
N1 1.3211 -0.2312 -1.2918
C4 2.6146 -0.7755 -1.6126
C5 2.5653 -1.6609 -2.8236
N2 1.8131 -2.8715 -2.5342
H1 0.6105 -0.7867 1.9036
H2 0.5425 -1.8073 0.4575
H3 -0.7553 -0.7983 0.5849
H4 2.0635 0.4600 0.5426
H5 -0.6385 1.6081 0.0759
H6 0.5658 2.0917 -0.9338
H7 -0.1978 2.7002 2.1409
H8 0.5385 -0.7686 -1.6368
H9 3.4439 -0.0631 -1.5560
H10 2.9780 -1.4687 -0.8084
H11 2.1793 -1.1753 -3.7347
H12 3.5849 -1.9626 -3.0785
H13 2.2095 -3.7358 -2.8406
H14 0.8230 -2.7734 -2.3949
O1 -2.5995 0.3791 0.3959
H15 -3.5231 0.2286 0.1643
H16 -2.0864 0.4750 -0.4196
O2 -1.5210 -1.6530 3.0931
H17 -1.2318 -0.7343 3.0900
H18 -2.0338 -1.8575 3.8752
O3 3.4157 3.2930 -1.3276
H19 3.7161 3.0781 -2.2134
H20 2.6870 2.7147 -1.0989
O4 -4.1447 0.5858 2.5989
H21 -3.7837 1.4061 2.2511
H22 -3.4989 -0.0764 2.3333
O5 -1.1329 0.7537 -2.3921
H23 -1.4760 1.0653 -3.2374
H24 -0.1842 0.6615 -2.5692
O6 0.4496 0.7891 3.8364
H25 0.3868 0.3581 4.7004
H26 1.4090 0.7915 3.7215
O7 -1.2286 -2.5873 -2.3699
H27 -1.9362 -2.6527 -3.0206
H28 -1.6609 -2.9432 -1.5782
O8 -2.6343 -2.4279 -0.0314
H29 -2.3246 -2.6926 0.8487
H30 -2.1483 -1.5925 -0.0616

Here are the Mulliken charges for atoms 1 to 8, given in e: number 1, C, carries -0.04; number 2, C, carries 0.38; number 3, C, carries -1.03; number 4, S, carries -0.20; number 5, N, carries -0.03; number 6, C, carries -0.78; number 7, C, carries -0.59; number 8, N, carries -0.37


No. 3
This record from the Open Molecules 2025 dataset describes a 11-piece molecular cluster, C5H30NO12 overall at a distorted geometry. The level of theory is wB97M-V/def2-TZVPD.

Computed properties:
gap between HOMO and LUMO = 8.21 eV
2S+1 = 1
energy = -1166.2178 Ha
energy above the lowest of the compared OMol25 structures with the same formula, charge and spin = 2.7958 eV
lowest unoccupied orbital energy = 2.7 eV
charge = -1

CARTESIAN COORDINATES (ANGSTROEM)
C1 -2.1348 -1.2671 0.2150
C2 -0.9358 -0.4338 0.5391
N1 0.0545 -0.4732 -0.3194
C3 2.0904 0.0138 1.0754
C4 1.2498 0.3950 -0.1647
C5 2.0540 0.2142 -1.4567
O1 1.3065 0.8546 -2.4939
O2 -0.9739 0.1754 1.6783
H1 -2.1272 -1.7784 -0.7171
H2 -3.0304 -0.6401 0.2171
H3 -2.2493 -2.0715 0.9549
H4 0.5030 0.3189 -2.6795
H5 2.1987 -1.0506 1.1246
H6 1.7265 0.4342 2.0187
H7 3.1261 0.3372 0.9534
H8 0.9601 1.4307 0.0056
H9 3.0530 0.6746 -1.5715
H10 2.1432 -0.8819 -1.5871
H11 -0.3677 1.5143 1.8924
H12 -0.2412 2.2931 3.2088
O3 -0.3131 2.4856 2.2687
H13 0.7640 -2.3315 -0.5408
H14 0.5258 -3.3471 0.5395
O4 1.2277 -3.1112 -0.0781
H15 1.3846 4.6972 0.1438
H16 2.2935 3.5073 -0.3225
O5 2.0282 4.4072 -0.5115
H17 0.5145 2.4227 -2.2738
H18 0.6705 3.6319 -1.5110
O6 -0.0819 3.0322 -1.7385
H19 -0.2184 -2.0183 2.6310
H20 -0.5393 -2.1097 4.2143
O7 -0.5538 -2.5494 3.3642
H21 -2.2218 1.1951 -2.1643
H22 -3.2084 1.8918 -2.9906
O8 -2.8038 1.0167 -2.9269
H23 2.9573 -2.9184 2.6817
H24 2.6887 -3.1746 1.0979
O9 3.0978 -2.6213 1.7839
H25 -1.6565 -0.1573 -3.4622
H26 -0.9405 -0.8503 -2.2511
O10 -0.8235 -0.6030 -3.1822
H27 -2.3882 2.0876 0.2404
H28 -1.5222 3.1009 -0.4430
O11 -2.3936 2.6938 -0.5117
H29 -2.3872 -3.7431 2.2778
H30 -0.9348 -4.1386 2.0654
O12 -1.8477 -4.4948 2.0174

Here are the Mulliken charges for atoms 1 to 8, given in e: number 1, C, carries -0.94; number 2, C, carries 0.24; number 3, N, carries 0.77; number 4, C, carries -1.35; number 5, C, carries 0.88; number 6, C, carries -0.81; number 7, O, carries -0.66; number 8, O, carries -0.75


No. 4
This record from the Open Molecules 2025 dataset describes a 11-piece molecular cluster, C5H30NO12 overall at a distorted geometry. The level of theory is wB97M-V/def2-TZVPD.

Computed properties:
gap between HOMO and LUMO (spin up / spin down) = 11.15 / 5.28 eV
2S+1 = 2
energy = -1166.0036 Ha
energy above the lowest of the compared OMol25 structures with the same formula, charge and spin = 1.8446 eV
lowest unoccupied orbital energy (spin up / spin down) = -0.3 / -5.2 eV

CARTESIAN COORDINATES (ANGSTROEM)
O1 -1.1808 -0.9568 0.5199
C1 -0.2078 -0.4403 -0.0645
O2 0.4015 -1.0663 -0.9793
C2 0.2354 0.9381 0.2502
C3 1.4051 0.9056 1.2630
C4 2.7535 0.5789 0.5328
C5 2.7382 0.5857 -1.0067
N1 2.8032 2.0229 -1.4596
H1 0.5847 1.6008 -0.5628
H2 -0.5519 1.5568 0.6871
H3 1.5252 1.8872 1.7829
H4 1.3467 0.0603 1.9594
H5 3.1311 -0.3915 0.8622
H6 3.6372 1.2022 0.7948
H7 1.9350 -0.0461 -1.4666
H8 3.6832 0.2029 -1.4416
H9 2.1030 2.5286 -0.9293
H10 2.8395 1.9372 -2.4655
H11 -3.3264 -0.3273 0.1415
H12 -4.1189 0.3730 -1.0472
O3 -3.6536 0.4933 -0.2183
H13 3.1634 -2.3875 2.0984
H14 1.7466 -2.1081 2.5322
O4 2.6766 -1.9444 2.8125
H15 -2.0225 -2.6320 0.7854
H16 -3.2684 -2.4868 -0.0624
O5 -2.8642 -3.0742 0.5784
H17 1.8099 -2.8549 -0.8209
H18 2.1538 -3.9239 0.1345
O6 2.2597 -3.7095 -0.8016
H19 -0.7615 -2.8285 2.1348
H20 -0.1434 -1.7760 2.7243
O7 0.0891 -2.7136 2.5852
H21 -0.9122 1.9561 2.7030
H22 -0.4188 3.4533 2.7416
O8 -0.7901 2.7266 3.2581
H23 -0.3003 -1.6112 -2.5769
H24 0.2223 -0.4942 -3.0865
O9 -0.0764 -1.3187 -3.5064
H25 -2.2757 2.4453 -2.1308
H26 -3.2973 2.4655 -1.0271
O10 -2.8800 3.0471 -1.6812
H27 -2.7158 -1.4109 -2.8862
H28 -2.4599 -2.5028 -1.7452
O11 -3.0636 -1.8553 -2.1055
H29 -1.1672 4.0508 -0.6861
H30 -1.8290 3.8302 0.6213
O12 -0.9579 4.0124 0.2546

Here are the Mulliken charges for atoms 1 to 8, given in e: number 1, O, carries -0.73; number 2, C, carries 0.40; number 3, O, carries -0.46; number 4, C, carries -0.01; number 5, C, carries -0.37; number 6, C, carries -0.60; number 7, C, carries -0.29; number 8, N, carries -0.47


> Which value of energy above the lowest of the compared OMol25 structures with the same formula, charge and spin does entry 4 give?

1.8446 eV